255
Properties=species:S:1:pos:R:3:forces:R:3 method="wB97M-V/def2-TZVPD" mol_weight_g_mol=1601.91 energy_ev=-196807.9221 charge=+1 homo_ev="-10.6 / -10.6" orbital_gap_ev="9.3 / 6.5" lumo_ev="-1.29 / -4.09" multiplicity=6 s2=8.755
Fe 0.9049 2.3548 -2.5342 -0.199 0.247 0.182
S 0.5242 0.3004 0.1008 -1.530 1.992 0.711
S 2.0049 5.0229 -4.0299 -0.036 1.298 0.223
F 1.5206 6.9310 -5.6422 0.343 0.074 -0.928
F -1.6149 -1.1826 -0.3212 2.303 -0.753 -0.150
F -0.1366 5.6616 -5.2310 -0.344 -0.463 -0.996
F 0.1242 -2.0438 0.8588 -1.179 0.093 -0.487
F 1.5378 4.8516 -6.5251 -0.994 1.494 0.533
F 0.3822 -1.8564 -1.2587 -1.412 0.180 -0.103
O -5.9276 -1.1625 0.2250 -0.037 -0.049 0.443
O 1.0851 -6.5216 0.2245 -0.150 0.778 -0.311
O 6.4473 -5.0816 1.8841 0.595 -0.625 -0.372
O -1.7584 2.5240 -5.8700 -0.313 2.318 -0.643
O 3.3676 5.2068 -4.3729 0.721 -0.306 0.253
O -2.1911 3.8503 -0.5785 -0.303 -0.636 -0.189
O 3.8450 -0.4185 -2.7753 -1.832 -1.767 -0.193
O 1.4261 5.7250 -2.9214 0.164 1.003 0.495
O -4.2178 -3.6112 -4.2889 -0.595 1.158 -0.194
O -0.1989 0.7756 1.2868 1.265 -0.343 -1.778
O 0.1900 5.6120 1.2557 -0.526 -0.239 -1.600
O 8.0308 0.9442 1.4724 -0.574 0.108 -1.020
O 4.7677 -3.4676 4.6692 0.345 1.515 0.290
O -0.0525 -1.6838 -4.8318 -0.383 0.136 0.568
O 0.5279 2.2674 4.8403 -0.031 0.154 -0.710
O 0.1605 1.0177 -1.1828 -0.116 -0.265 0.622
O -6.9787 4.0447 3.1267 -0.498 -0.367 0.139
O 1.5237 3.6384 -3.9523 -0.065 -1.999 -0.280
O 1.9428 0.1077 0.1670 0.021 -0.263 0.358
O -2.7731 -3.2984 3.4300 0.874 0.422 -0.381
N 2.0151 -2.4122 6.7638 -0.854 0.397 0.272
N 4.7898 2.4626 0.7489 0.591 1.773 0.651
N -4.7060 1.2666 2.6449 -0.261 1.274 0.086
N 2.5561 2.0099 3.1010 0.475 0.711 0.317
N 0.5828 3.8463 -0.9830 1.447 -0.271 -0.472
N 2.9150 1.9779 -1.8175 -0.199 -1.749 -0.094
N -4.6793 -0.5145 -6.2511 0.191 -1.224 -0.420
N -2.1349 -5.0591 -1.2739 0.890 -1.334 -0.422
N -6.9020 -1.5835 2.9015 -0.231 -0.805 0.227
N 4.2364 -4.8185 -0.9761 -0.481 0.328 0.175
N 1.2312 0.5773 -3.8378 0.719 0.213 2.081
N -1.0931 2.6867 -3.2692 0.186 0.143 0.775
N -3.2897 -0.7781 4.5147 -1.397 0.887 0.414
N -2.1651 5.4996 -2.7628 0.530 0.575 -0.527
C 3.9864 -2.5416 5.4108 -1.032 -0.820 -0.611
C -5.2953 2.4204 3.3965 0.028 -1.600 -0.228
C -0.2468 -1.2913 -0.2053 0.528 -0.771 0.634
C 1.4129 3.8516 0.2798 0.239 -0.602 -0.495
C -1.7623 -2.2384 3.5409 -1.448 -0.159 0.198
C -2.0750 -1.4990 4.8325 0.904 0.379 -0.104
C -2.5470 -4.1388 2.3092 0.876 -0.084 0.285
C -2.7915 2.9429 0.3138 -0.707 -1.038 0.624
C -6.0441 3.2713 2.4006 0.104 1.160 0.197
C 2.6153 4.7361 0.0674 0.586 1.040 -0.397
C 4.9348 3.1030 -2.7303 0.864 0.579 -0.289
C 0.5543 4.2644 1.4482 0.482 0.930 0.747
C -2.3407 6.0799 -1.4534 -0.453 0.274 1.655
C 1.0600 0.3671 -5.2385 1.197 -0.158 -2.331
C 5.7432 1.5175 1.3465 -1.983 -1.284 0.732
C -2.0425 1.6222 -3.6859 -0.073 -0.414 -0.596
C -0.2235 6.2979 2.3770 1.306 -0.093 2.164
C 3.9718 1.9731 -2.8892 0.032 -1.284 0.222
C 0.8804 -6.4872 1.6206 -0.449 -0.440 -0.014
C -7.5790 4.9837 2.2875 1.203 1.467 -0.245
C -3.2106 7.3456 -1.3669 -0.120 0.120 -0.382
C -2.3351 3.3335 -6.9819 0.532 -1.695 0.409
C 2.7354 -3.3002 5.8681 0.108 0.750 -0.786
C 4.7297 -4.3966 0.3512 -0.179 0.868 -0.847
C 3.3487 1.6292 5.5098 0.043 0.475 -2.063
C -0.8657 2.2987 5.0714 0.673 0.179 0.502
C 1.1781 5.6741 -5.4894 0.053 -1.058 0.633
C -1.2781 -6.0141 -0.4970 -0.048 1.228 0.078
C -4.3912 -2.1827 -4.5221 -0.017 -1.863 -0.221
C -6.1034 -2.5684 2.1164 -0.898 -0.659 0.297
C -3.0949 -2.4749 -6.5537 0.951 0.808 -1.490
C 1.8982 -3.6462 4.6333 -1.620 -0.102 0.194
C -4.4297 -1.9729 -6.0212 0.205 -0.210 0.735
C 1.0516 0.9403 4.6641 0.214 1.062 0.345
C -4.6501 -3.9574 -2.9890 1.197 0.059 -0.009
C -2.0745 -2.3173 6.1244 0.029 0.975 -0.117
C 0.2281 -5.5790 -0.4311 0.105 -0.002 0.124
C -1.3723 -7.3872 -1.0814 0.544 -0.102 -0.581
C -6.9378 -3.5501 1.2628 -0.339 -0.127 0.361
C 4.4781 -1.6986 -2.6296 1.158 0.926 0.801
C 9.2236 0.7485 0.7386 0.850 0.459 0.593
C -4.2757 3.2203 4.1832 -0.043 0.644 -0.550
C 5.6246 -5.4539 0.8279 0.027 -1.821 -0.599
C -0.1191 -3.1198 -4.7804 0.876 1.523 -0.570
C 2.2294 1.0278 -6.0531 -0.047 -0.558 1.289
C -2.7395 2.1496 -4.9528 -1.235 -0.911 1.107
C 7.0285 1.5218 0.6462 1.688 1.230 -0.396
C -2.9592 1.3595 -2.5073 0.416 -0.146 -0.420
C 2.5273 1.1129 4.2699 -0.275 -0.147 0.036
C 5.1397 0.1203 1.1761 0.848 -0.465 -1.150
C -2.9931 5.0063 -0.5826 0.473 0.873 -0.451
C 1.0414 -1.1155 -5.5631 -0.330 -1.378 2.045
C 3.6594 -4.2179 1.3884 -0.157 1.745 0.265
C 4.7529 0.6117 -2.8866 -0.849 1.027 -1.125
C -5.1341 -1.8952 1.1999 0.836 1.249 -1.681
C 5.8573 -2.7252 4.1561 1.344 -0.671 -0.560
C -5.2059 -0.4589 -0.7592 0.901 -0.546 0.631
C 7.2887 -6.1985 2.1948 -0.543 0.610 0.235
H 3.7046 -1.6378 4.7980 0.189 -0.822 0.429
H 5.3547 -3.5345 0.1511 -0.074 0.686 0.422
H 1.0065 0.4759 5.6316 -0.278 -0.854 0.445
H -1.9661 -1.4586 2.7830 0.414 -0.584 -0.244
H -1.4968 3.2708 -2.4965 -0.034 -0.426 -0.923
H 1.1283 -2.7764 7.1049 0.086 -0.210 -0.468
H -1.8052 -5.0078 -2.2539 -0.250 -0.146 0.745
H -5.9131 0.1653 -1.2827 -0.131 0.259 -0.184
H -3.8038 2.6825 5.0097 0.047 -0.243 -0.342
H -0.9235 -8.0994 -0.4039 -0.010 -0.334 0.066
H -4.8305 4.0477 4.6596 0.400 -0.072 -0.359
H 5.0394 3.3882 1.1566 0.062 -0.485 -0.826
H 0.1236 0.7374 -5.5524 -1.096 0.863 -0.414
H 1.6051 -7.1732 2.0594 -0.020 0.134 0.101
H -1.2603 -0.7444 4.9148 -0.398 -0.342 0.066
H 5.1875 -1.9053 -3.4343 -0.232 0.060 -0.269
H 2.1137 2.8559 3.4608 0.182 0.033 -0.287
H 1.7721 2.8236 0.4837 -0.357 0.320 -0.109
H -7.9774 4.5360 1.3718 -0.372 -0.003 0.170
H 0.8016 4.6743 -1.5738 -0.368 -0.173 0.743
H -0.4828 -3.4712 -5.7190 -0.556 -0.514 -0.676
H 4.9526 -6.2664 1.1558 0.193 -0.274 0.042
H 4.3598 1.9297 5.2028 -0.118 -0.333 -0.120
H -3.3805 2.9166 -4.4802 0.206 0.840 -0.965
H 3.8947 2.3666 1.2143 -0.232 -0.702 0.370
H -1.4776 3.6423 -7.6171 -0.722 0.177 0.662
H -5.2883 -1.8580 -4.0256 -0.704 0.239 0.191
H 5.9473 -0.6429 1.1273 -0.485 0.371 0.298
H -3.2765 7.7725 -0.3490 -0.147 -0.515 -0.355
H -6.3286 -4.2869 0.7049 -0.169 0.407 0.323
H 0.8687 -3.5406 -4.6603 0.437 -0.181 0.402
H -1.4874 0.7485 -4.0182 0.185 -0.331 0.452
H -1.0558 5.8347 2.9156 -0.385 0.118 -0.340
H 1.0069 -5.4656 2.0545 -0.226 -0.622 -0.278
H 4.1274 -4.0850 2.3759 -0.301 -0.467 -0.158
H 5.5173 -1.8815 3.5555 -0.165 0.006 -0.298
H 1.9319 -1.5529 -5.0882 0.394 -0.069 -0.588
H -3.6548 2.1879 -2.3909 0.271 0.368 0.452
H -5.6916 -3.7529 -2.7976 -0.479 0.224 -0.028
H -0.7273 -2.5895 3.4960 -0.203 -0.371 -0.053
H -5.5695 -3.1384 2.8831 0.291 0.043 -0.225
H -2.7062 -3.6177 1.3526 0.182 0.011 0.169
H 1.9007 1.6809 2.3914 0.038 -0.285 0.289
H -4.5271 -2.6076 0.5701 -0.346 0.309 1.019
H 5.8905 1.6797 2.4109 0.149 0.315 0.227
H 5.0734 -1.5919 -1.7200 0.201 -0.386 0.138
H 3.2173 0.7751 -5.5982 -0.595 -0.664 -0.514
H -2.9282 -2.1071 -7.6058 -0.243 -0.399 0.794
H 3.4418 0.8166 6.2128 -0.217 0.029 0.523
H -0.3948 3.8317 -0.7335 -0.607 0.181 -0.028
H -3.8014 -0.2514 5.2394 0.968 -0.530 0.000
H -0.2602 3.5781 1.5835 -1.014 -0.269 -0.238
H 4.2959 -5.8191 -1.0028 0.021 -0.669 -0.270
H 5.2709 0.4510 -3.8360 0.440 0.565 -0.052
H -5.3331 3.9932 1.9537 0.038 -0.288 -0.251
H -4.4613 -1.1639 1.7183 -0.321 -0.672 -0.285
H 2.9171 2.5626 5.8890 -0.263 -0.518 0.328
H 2.3346 5.6844 -0.4140 -0.081 -0.239 0.240
H -4.1186 0.7208 3.2476 0.472 -0.265 0.330
H -0.7284 -7.3090 -1.9314 0.597 -0.573 -0.933
H -1.0438 1.7008 5.9426 -0.527 -0.329 0.829
H -1.5041 -4.5133 2.3892 -0.354 0.129 -0.432
H 2.1404 0.6632 -7.0819 0.346 0.500 0.155
H 2.5238 -2.2438 7.6157 0.491 0.102 0.116
H 6.8964 0.9793 -0.2875 0.258 -0.322 -0.358
H -3.8760 2.7980 0.1191 0.581 -0.105 -0.298
H 0.3615 -4.5951 0.0782 -0.356 -0.371 -0.273
H -2.7345 8.1190 -1.9561 0.079 0.261 -0.281
H -2.9607 -3.5721 -6.5745 -0.478 0.578 0.197
H -1.4849 1.9050 4.2875 -0.078 -0.342 -0.893
H -4.8324 -0.3868 -7.2564 -0.032 0.119 0.447
H 2.6927 0.9645 -1.5767 0.700 1.323 -0.105
H -3.1913 -5.0233 2.3165 -0.190 0.329 0.329
H -1.5553 6.1078 -3.3126 -0.241 -0.254 -0.016
H 9.6730 1.7213 0.3542 -0.637 -0.964 0.390
H -3.9967 -1.3875 4.1287 -0.019 -0.369 -0.112
H 9.8957 0.3411 1.5161 0.052 0.012 -0.825
H -3.0682 5.4773 -3.2205 -0.094 -0.004 -0.259
H -7.5108 -1.0015 2.3167 0.236 -0.537 0.143
H 5.6017 3.2482 -3.6206 -0.839 -0.125 0.648
H 3.0606 -4.1975 6.3710 0.190 -0.578 0.066
H -3.5613 -1.6613 -4.0917 0.743 0.541 0.360
H -0.3737 7.3465 2.1581 -0.413 0.040 -0.348
H 3.3683 2.0909 -3.7871 0.594 -0.139 -0.424
H 2.2864 2.1049 -5.9318 -0.726 0.269 -0.532
H -2.3498 -1.5910 6.8858 -0.144 -0.129 0.386
H -6.0039 2.1052 4.1597 -0.496 -0.387 -0.087
H 3.8278 -2.5409 -2.4713 -0.732 0.126 -0.217
H 3.3858 4.3060 -0.5778 -0.238 -0.145 0.047
H 7.9176 -6.4720 1.3514 0.307 0.183 -0.055
H -2.1408 -4.1236 -0.9264 0.206 0.592 0.496
H 3.0512 -3.3081 1.2560 0.114 -0.127 -0.257
H 7.8315 -5.8994 3.0718 0.603 -0.015 0.206
H 5.4343 0.5398 -2.0729 0.875 0.362 0.822
H 3.2364 -4.6510 -1.0261 -0.048 0.155 -0.014
H 9.0944 0.0516 -0.1146 0.036 0.240 0.444
H 2.9909 -5.0567 1.3005 -0.156 -0.484 0.400
H -7.6830 -4.0872 1.8578 0.313 -0.099 0.187
H -5.2256 -2.6366 -6.3803 -0.087 0.295 -0.261
H -3.9641 4.7908 -1.0977 0.237 -0.034 0.925
H -1.1715 3.3245 5.2626 0.148 0.088 0.039
H 4.4146 -0.1697 1.9078 -0.450 -0.022 0.498
H 4.3762 4.0104 -2.5397 0.160 0.341 -0.220
H -7.4914 -2.1235 3.5782 0.620 0.886 -0.943
H 4.6546 0.1148 0.1821 0.020 -0.144 0.353
H -2.8919 2.5669 -7.5178 -0.287 0.279 -0.513
H -3.4343 1.4398 -5.4417 0.331 -0.135 0.541
H -6.5607 2.7552 1.5690 0.301 -0.303 0.421
H -5.4411 0.6410 2.3371 -0.193 0.077 0.061
H 0.9140 -4.1258 4.9227 1.061 0.223 -0.174
H -4.6836 -1.1197 -1.4846 -0.386 -0.034 0.257
H -3.5917 0.5075 -2.5978 -0.289 -0.895 -0.507
H 6.5908 -2.2822 4.8776 -0.850 -0.529 0.164
H -4.2181 7.1892 -1.8099 0.446 0.016 0.462
H -2.8008 -3.1143 6.1229 -0.095 -0.346 -0.072
H 2.1956 0.2920 -3.6481 0.153 -0.010 0.236
H -5.5587 -0.3174 -5.7789 0.004 0.212 -0.262
H 0.6469 -5.4869 -1.4409 -0.282 -0.009 -0.037
H -1.6222 -6.0845 0.5279 -0.478 0.515 0.203
H -3.0508 5.3243 0.4808 -0.638 0.149 -0.672
H -2.3190 -7.7432 -1.4764 -0.370 0.310 0.514
H 7.3650 2.5442 0.3617 -0.247 -0.248 0.155
H 1.5873 -2.7393 4.0912 0.272 0.083 0.266
H -7.5321 -2.9750 0.5673 0.017 0.152 -0.445
H 0.9211 -1.4459 -6.5819 0.363 0.521 -0.718
H -0.1328 -6.8961 1.7844 0.324 0.354 0.625
H 6.7010 -7.0738 2.4512 -0.340 -0.204 0.074
H -2.7795 3.3422 1.3158 0.211 0.226 0.593
H 6.1506 -5.8508 -0.0703 0.453 0.186 0.617
H -4.0037 -3.4563 -2.2637 -0.276 0.298 0.286
H -8.2773 5.6239 2.8316 -0.292 -0.627 -0.013
H -2.2811 1.9706 0.3532 -0.039 0.428 -0.295
H 3.1297 5.0079 0.9886 -0.200 -0.175 0.223
H 1.0526 4.2288 2.4200 0.672 -0.270 -0.140
H -6.7821 5.7069 1.9733 -0.396 -0.344 -0.166
H -2.2587 -2.0441 -5.9737 -0.404 -0.098 -0.126
H -1.3700 6.3560 -1.0207 0.039 -0.345 -0.200
H -3.0629 4.1224 -6.6793 0.996 -0.340 0.125
H -4.4085 0.1403 -0.2895 -0.242 0.183 -0.084
H -4.4347 -4.9978 -2.8415 -0.139 -0.607 -0.066
H -3.5293 3.5948 3.4557 -0.044 0.046 0.663
H 0.6128 6.2910 3.1328 -0.492 0.019 -0.394
H 0.7152 -0.0902 -3.2612 -0.443 -0.176 -0.470
H 4.5685 -2.2148 6.2480 0.348 0.428 0.779
H -2.3082 1.1674 -1.6521 -0.386 0.360 0.153
H 2.9324 0.1476 3.9278 -0.136 0.186 0.311
H 2.3908 -4.2735 3.8875 0.173 -0.095 0.447
H 3.2995 2.3567 -0.9496 0.090 -0.016 -0.023
H -0.7701 -3.3714 -3.9732 -0.441 -0.261 0.472
H -1.0740 -2.6561 6.3937 -0.031 -0.263 -0.222
H 5.5839 2.9442 -1.8710 -0.024 -0.128 0.128
H -1.0577 3.2697 -4.0948 0.605 0.613 -0.056
H 6.4208 -3.4388 3.5433 -0.100 0.426 -0.073
H 0.4541 0.4311 3.9040 0.147 -0.244 -0.050